ORCA calculation (ωB97M-V with the def2-TZVPD basis set) on a cluster of 2 separate species, C24H41FN4O7PS in total in a non-equilibrium geometry.

Values from the calculation:
2S+1 = 1
HOMO level = -0.4492 hartree
relative energy (zero: lowest compared OMol25 entry of this formula, charge and spin) = 269.2 kcal/mol
net charge = +1
DFT total energy = -2523.53835 a.u.

CARTESIAN COORDINATES (ANGSTROEM)
1 C 6.88 -0.15 0.23
2 C 6.19 -1.24 -0.76
3 C 5.13 -0.60 -1.79
4 C 5.64 0.73 -2.55
5 C 4.86 1.03 -3.95
6 C 3.67 2.14 -3.78
7 C 2.69 1.56 -2.63
8 C 1.12 1.94 -2.86
9 C 0.26 0.68 -2.26
10 C -1.03 1.14 -1.42
11 C -2.03 -0.05 -1.00
12 C -1.26 -1.40 -0.48
13 N -1.91 -1.97 0.78
14 N -2.70 -3.00 0.53
15 C -3.23 -3.50 1.73
16 N -4.14 -4.68 1.56
17 C -3.40 -5.69 0.72
18 C -5.38 -4.20 0.84
19 C -6.13 -5.25 -0.15
20 O -5.77 -3.00 1.00
21 C -3.03 -3.04 3.18
22 C -3.72 -3.82 4.40
23 C -2.61 -4.65 5.25
24 O -2.71 -4.83 6.49
25 F -1.45 -5.26 4.63
26 C -2.12 -1.79 3.36
27 O -1.81 -1.21 4.62
28 N -2.53 -0.01 4.71
29 O -3.62 -0.34 5.09
30 C -1.59 -1.32 1.99
31 P -0.46 0.21 2.02
32 S -1.48 1.89 2.21
33 H 6.24 0.80 0.36
34 H 6.92 -0.65 1.27
35 H 7.98 0.08 -0.05
36 H 5.58 -1.94 -0.07
37 H 6.96 -1.93 -1.28
38 H 4.71 -1.41 -2.51
39 H 4.21 -0.27 -1.15
40 H 6.75 0.53 -2.85
41 H 5.61 1.65 -1.85
42 H 4.31 0.04 -4.21
43 H 5.56 1.26 -4.83
44 H 3.12 2.32 -4.77
45 H 4.19 3.10 -3.39
46 H 2.74 0.40 -2.72
47 H 3.03 1.89 -1.58
48 H 0.97 1.91 -4.01
49 H 0.83 2.94 -2.40
50 H 0.05 -0.10 -3.07
51 H 0.99 0.18 -1.50
52 H -0.69 1.78 -0.53
53 H -1.64 1.85 -2.11
54 H -2.74 0.29 -0.16
55 H -2.72 -0.35 -1.89
56 H -1.39 -2.15 -1.36
57 H -0.13 -1.26 -0.37
58 H -3.40 -5.45 -0.41
59 H -2.28 -5.76 1.03
60 H -3.92 -6.70 0.89
61 H -5.48 -5.26 -1.11
62 H -7.20 -4.94 -0.39
63 H -6.04 -6.33 0.27
64 H -4.56 -4.53 4.09
65 H -4.18 -3.05 5.12
66 H 0.29 0.09 3.27
67 H 0.52 0.25 0.99
68 C -0.48 8.61 -1.18
69 O -0.78 8.03 0.08
70 C -0.62 6.70 0.13
71 O -0.27 5.99 -0.79
72 O -0.93 6.28 1.37
73 C -0.81 4.88 1.56
74 H -0.64 9.69 -1.10
75 H 0.56 8.44 -1.46
76 H -1.16 8.22 -1.95
77 H 0.23 4.55 1.40
78 H -1.49 4.34 0.90
79 H -1.08 4.65 2.60